# 1
The following is a DFT calculation (the ωB97M-V functional and the def2-TZVPD basis) of a molecular structure, C26H43Cl3GaN3O3Si.

The HOMO-LUMO gap comes out at 8.44 eV. The value obtained for the calculated total energy is -136100.1064 eV.

Last column: Löwdin charge in e.
CARTESIAN COORDINATES (ANGSTROEM)
C -1.596 -1.764 -2.980  -0.0377
C -1.145 -2.714 -1.914  -0.2240
H -1.322 -2.112 -3.979  0.0635
H -1.176 -0.763 -2.828  0.0358
H -2.689 -1.665 -2.949  0.0959
C -0.659 -3.939 -2.157  -0.1178
C -0.461 -4.556 -3.502  -0.1008
H -0.390 -4.588 -1.325  0.1014
H -0.657 -3.877 -4.341  0.0581
H -1.123 -5.426 -3.623  0.0758
H 0.562 -4.945 -3.609  0.0696
Ga -0.287 0.667 -0.081  -0.2285
Cl -2.511 0.862 0.224  0.2248
Cl 0.100 1.524 -2.079  0.3087
H 0.634 4.570 3.786  0.0953
H -1.351 5.790 2.949  0.0933
C 0.919 4.293 2.768  -0.0082
C -1.057 5.534 1.927  -0.0253
N -0.282 4.294 1.933  -0.1585
H 1.380 3.305 2.753  0.0872
C -0.570 3.266 1.150  -0.2465
O 0.200 2.266 1.024  -0.0874
H -1.945 5.388 1.309  0.0946
H -1.544 3.296 0.621  0.1073
H 1.622 5.049 2.405  0.0994
H -0.458 6.358 1.524  0.0965
H 1.446 -1.268 -2.730  0.0965
H 2.247 -3.368 -1.122  0.0881
C 2.338 -0.765 -2.324  -0.0454
C 3.093 -2.678 -0.983  -0.0418
N 2.657 -1.295 -1.006  -0.1538
H 2.162 0.314 -2.283  0.0229
C 2.429 -0.651 0.144  -0.2450
O 1.791 0.429 0.254  -0.0811
H 3.570 -2.879 -0.021  0.0916
H 2.838 -1.166 1.031  0.1480
H 3.181 -1.001 -2.987  0.0938
H 3.803 -2.833 -1.801  0.0913
O -0.257 -1.254 -0.280  -0.2375
C -1.261 -2.181 -0.488  -0.3895
C 0.070 -3.646 1.115  -0.0428
C -1.172 -3.243 0.624  -0.1818
H 0.976 -3.176 0.722  0.0948
C 0.132 -4.636 2.100  -0.0830
H -2.241 -1.685 -0.414  0.0911
C -2.352 -3.795 1.128  -0.0345
H 1.105 -4.942 2.484  0.0986
C -1.047 -5.216 2.578  -0.1063
C -2.290 -4.805 2.086  -0.0887
H -3.306 -3.432 0.732  0.1217
H -1.000 -5.990 3.340  0.0941
H -3.213 -5.258 2.443  0.0984
Si -0.462 4.456 -4.115  0.1152
Cl -0.628 2.547 -4.985  0.2517
C 1.380 4.819 -3.995  -0.2202
C -1.651 4.549 -2.680  -0.2212
C -0.996 5.713 -5.412  -0.2315
H 1.947 3.967 -3.604  0.0167
H 1.564 5.702 -3.368  0.0300
H 1.738 5.049 -5.013  0.0325
H -0.304 5.703 -6.265  0.0283
H -0.984 6.728 -4.988  0.0326
H -2.007 5.517 -5.790  0.0270
H -1.507 3.739 -1.958  -0.0278
H -2.676 4.492 -3.076  0.0421
H -1.540 5.517 -2.171  0.0294
C 0.803 -2.226 6.330  -0.0510
C 0.531 -1.555 5.012  -0.2760
C 1.478 -0.698 4.443  -0.0267
C 1.193 -0.060 3.229  -0.1344
N 0.008 -0.181 2.620  0.0630
C -0.893 -1.007 3.143  -0.1156
C -0.663 -1.741 4.315  -0.0136
H 1.741 -2.791 6.299  0.0832
H 0.903 -1.484 7.132  0.0852
H -0.012 -2.908 6.586  0.0764
H 2.439 -0.544 4.937  0.1109
H 1.955 0.559 2.745  0.1038
H -1.846 -1.106 2.616  0.1064
H -1.408 -2.448 4.670  0.1117

# 2
The following is a DFT calculation (the ωB97M-V functional and the def2-TZVPD basis) of a molecular structure, C26H43CoF3O2P2.

The HOMO-LUMO gap (alpha / beta) comes out at 7.70 / 4.09 eV. As for the energy above the lowest of the compared OMol25 structures with the same formula, charge and spin: 361.5 kJ/mol. The expectation value of S² is 6.08. Its total charge is +1. The spin multiplicity is 5. The value obtained for the calculated total energy is -96098.8508 eV.

Last column: Löwdin spin population.
CARTESIAN COORDINATES (ANGSTROEM)
Co -0.419 -0.296 -2.690  1.0725
C -0.417 -2.616 1.993  0.3109
C 0.957 -2.745 1.604  0.2876
C 0.799 -1.048 3.180  0.3461
C -0.521 -1.542 2.934  0.3423
C 1.706 -1.780 2.341  0.3293
C -1.545 -3.460 1.528  0.0428
H -1.327 -3.931 0.559  0.0027
H -2.499 -2.916 1.445  0.0057
H -1.718 -4.263 2.252  0.0191
C -1.748 -1.005 3.558  0.0574
H -2.664 -1.376 3.078  0.0004
H -1.764 0.098 3.523  0.0135
H -1.794 -1.296 4.619  0.0223
C 1.106 0.008 4.167  0.0503
H 0.896 -0.350 5.190  0.0198
H 0.475 0.902 4.011  0.0139
H 2.160 0.317 4.147  -0.0003
C 3.177 -1.595 2.279  0.0470
H 3.637 -2.221 3.056  0.0210
H 3.525 -0.566 2.466  0.0053
H 3.595 -1.922 1.315  0.0029
C 1.500 -3.721 0.620  0.0388
H 1.769 -4.660 1.115  0.0173
H 2.401 -3.353 0.114  0.0031
H 0.788 -3.977 -0.176  0.0040
C -1.643 0.466 -3.886  -0.0383
C -1.535 -0.956 -4.065  -0.0337
C -0.684 -1.664 -5.088  -0.0107
C 0.780 -1.201 -5.032  -0.0071
C 1.132 -0.676 -3.660  -0.0210
C 1.049 0.691 -3.265  -0.0165
C 0.547 1.814 -4.118  -0.0080
C -0.873 1.501 -4.680  -0.0077
H -1.131 -1.551 -6.084  -0.0032
H 0.978 -0.425 -5.783  -0.0009
H -0.698 -2.739 -4.858  -0.0001
H -0.814 1.197 -5.733  -0.0014
H -2.558 0.871 -3.424  -0.0011
H -2.401 -1.553 -3.756  -0.0006
H -1.431 2.447 -4.637  -0.0006
H 0.539 2.733 -3.512  0.0002
H 1.760 0.961 -2.484  0.0091
H 1.259 2.041 -4.923  -0.0032
H 1.441 -2.048 -5.274  -0.0009
H 1.848 -1.277 -3.084  0.0083
P -1.277 0.318 0.528  0.3679
P 1.435 1.190 0.784  0.2648
C -0.853 1.673 -0.706  0.0203
C 0.449 2.374 -0.283  0.0132
H -1.674 2.407 -0.706  0.0019
H -0.754 1.205 -1.758  0.0046
H 1.031 2.675 -1.168  0.0030
H 0.234 3.278 0.319  0.0000
C 2.203 2.317 1.971  0.0458
H 2.945 1.749 2.544  0.0005
H 1.403 2.691 2.622  0.0009
H 2.677 3.135 1.412  0.0112
C 2.877 0.754 -0.298  0.0524
H 3.215 1.624 -0.883  0.0101
H 2.597 -0.070 -0.977  0.0019
H 3.706 0.408 0.336  0.0000
C -3.083 0.599 0.784  0.0690
H -3.563 -0.365 1.019  0.0000
H -3.521 1.044 -0.125  0.0140
H -3.188 1.292 1.632  0.0011
C -1.377 -1.086 -0.730  0.1063
H -0.469 -1.707 -0.778  0.0089
H -1.726 -0.680 -1.748  0.0159
H -2.212 -1.745 -0.463  0.0009
F -0.990 4.554 4.770  0.0004
C -1.721 3.528 4.252  0.0022
F -1.622 2.471 5.121  0.0002
F -3.033 3.914 4.227  0.0007
C -1.230 3.141 2.795  0.0026
O -1.131 4.093 2.010  0.0033
O -0.990 1.902 2.616  0.0381

# 3
The following is a DFT calculation (the ωB97M-V functional and the def2-TZVPD basis) of a molecular structure, C26H43N3O3PTi.

The HOMO-LUMO gap (alpha / beta) comes out at 3.72 / 3.87 eV. The expectation value of S² is 0.85. Its total charge is +2. The spin multiplicity is 2. The value obtained for the calculated total energy is -70653.0278 eV.

Last column: Löwdin spin population.
CARTESIAN COORDINATES (ANGSTROEM)
C 0.585 -0.846 -1.584  -0.0309
N 0.682 -1.587 -0.424  -0.0651
C 0.154 -2.887 -0.387  -0.0306
C -0.160 -3.513 -1.566  -0.0153
C -0.175 -2.803 -2.753  -0.0414
C 0.226 -1.481 -2.786  -0.0121
Ti 1.820 -2.241 0.907  0.9950
C -2.097 1.423 -0.359  0.0423
O -2.612 2.494 -0.300  0.0190
C -0.098 -3.730 0.848  0.0031
N 0.479 -3.158 2.123  0.0165
C 1.392 -4.004 2.930  0.0122
C 2.686 -4.306 2.169  0.0185
C 0.689 0.590 -1.464  -0.0553
P -0.790 1.625 -1.848  0.0208
C -1.924 1.551 -3.371  0.0034
C -1.100 1.870 -4.645  0.0018
C 0.158 3.244 -1.901  0.0007
C -0.719 4.473 -2.162  -0.0003
C 0.912 3.429 -0.581  -0.0004
C 1.240 3.106 -3.006  -0.0002
C -2.479 0.126 -3.533  -0.0003
C -3.148 2.523 -3.345  0.0000
C -0.601 -2.586 2.983  0.0040
C -1.525 -3.671 3.505  -0.0003
H -0.366 -4.555 -1.538  0.0001
H -0.448 -3.293 -3.656  -0.0026
H 0.206 -0.970 -3.755  0.0003
H 0.887 0.821 -0.385  -0.0026
H 1.378 4.425 -0.571  0.0000
H 0.244 3.305 0.276  -0.0001
H 1.709 2.685 -0.539  -0.0003
H 1.983 3.899 -2.867  0.0003
H 1.743 2.134 -2.922  -0.0014
H 0.869 3.212 -4.035  -0.0001
H -0.098 5.363 -1.981  -0.0001
H -1.055 4.562 -3.200  0.0000
H -1.588 4.475 -1.490  -0.0001
H -1.693 1.551 -5.521  0.0004
H -0.902 2.952 -4.771  0.0000
H -0.138 1.311 -4.661  0.0001
H -1.693 -0.574 -3.829  -0.0001
H -2.960 -0.239 -2.618  -0.0002
H -3.225 0.130 -4.345  0.0000
H -2.914 3.524 -2.981  0.0000
H -3.520 2.624 -4.385  0.0000
H -3.995 2.111 -2.768  0.0000
H -1.174 -3.907 1.020  0.0011
H 0.294 -4.741 0.705  0.0009
H 1.638 -3.449 3.863  0.0005
H 0.930 -4.958 3.258  0.0035
H -1.122 -1.875 2.331  0.0004
H -0.122 -2.008 3.796  0.0005
H -1.023 -4.614 3.720  0.0001
H -1.974 -3.337 4.436  0.0001
H -2.333 -3.850 2.795  0.0000
H 3.566 -4.251 2.838  0.0011
H 2.635 -5.371 1.862  0.0003
H 2.926 -3.658 1.248  0.0279
C -3.959 1.319 1.665  0.0013
H -4.572 0.661 2.323  0.0008
H -4.686 1.760 0.943  0.0001
H -3.497 2.111 2.276  0.0000
O -2.942 0.409 1.097  0.0151
H -3.499 -0.475 1.050  0.0007
O 2.415 -0.888 1.848  0.0189
N 2.929 -0.002 2.716  0.0118
C 2.124 0.503 3.674  0.0109
C 2.619 1.512 4.496  -0.0006
C 3.915 1.989 4.304  0.0107
C 4.736 1.369 3.365  -0.0005
C 4.240 0.330 2.578  0.0120
H 1.089 0.132 3.715  0.0010
H 1.972 1.906 5.277  -0.0001
H 4.295 2.789 4.908  0.0006
H 5.760 1.666 3.199  -0.0001
H 4.804 -0.165 1.786  0.0022

Short version: max |F| = 1.95, 4.48, 4.69 eV Å⁻¹, in the order given.